Record 1
This record from the Open Molecules 2025 dataset describes the molecule C7H9OPS at a distorted geometry. The level of theory is ωB97M-V/def2-TZVPD.

CARTESIAN COORDINATES (ANGSTROEM)
C (-1.777, -1.240, -0.046)
C (-0.742, -0.555, -0.530)
C (-0.278, -0.892, -1.815)
C (0.312, -0.041, -2.667)
C (0.623, 1.311, -2.177)
C (0.473, 1.631, -0.922)
C (-0.102, 0.625, 0.152)
O (1.092, 0.414, 0.988)
S (1.210, -0.777, 2.122)
P (0.461, 0.027, 3.881)
H (-2.191, -1.182, 0.946)
H (-1.896, -2.135, -0.622)
H (-0.380, -1.957, -2.003)
H (0.618, -0.304, -3.619)
H (0.856, 2.142, -2.775)
H (0.451, 2.568, -0.637)
H (-0.913, 1.176, 0.671)
H (0.632, -1.216, 4.574)
H (1.552, 0.405, 4.478)

Values from the calculation:
Electronic energy, eV: -29572.6000
M, g/mol: 172.19
ΔE to the lowest compared entry with this formula, charge and spin, kcal/mol: 82.4
LUMO energy, eV: 0.08
SMILES: C=C1C=CC=C[C@@H]1OSP


Record 2
This record from the Open Molecules 2025 dataset describes a cluster of 4 separate species, C8H24O4 in total at a distorted geometry. The level of theory is ωB97M-V/def2-TZVPD.

CARTESIAN COORDINATES (ANGSTROEM)
C (-1.228, 3.383, 0.595)
C (-2.254, 4.495, 1.007)
O (-3.567, 3.951, 1.173)
H (-0.268, 3.800, 0.578)
H (-1.675, 2.923, -0.373)
H (-1.050, 2.322, 1.278)
H (-2.165, 5.474, 0.382)
H (-1.904, 4.992, 1.963)
H (-4.161, 4.466, 1.503)
C (-0.172, -0.192, -2.620)
C (-1.330, 0.707, -2.334)
O (-1.884, 0.184, -1.151)
H (0.457, 0.267, -3.334)
H (-0.396, -1.154, -3.204)
H (0.467, -0.494, -1.717)
H (-1.916, 0.716, -3.119)
H (-0.855, 1.802, -2.273)
H (-2.693, 0.642, -0.981)
C (2.253, -0.261, 1.206)
C (0.889, 0.268, 1.012)
O (-0.040, -0.760, 0.898)
H (2.644, -0.789, 0.343)
H (2.423, -0.977, 2.160)
H (2.987, 0.464, 1.134)
H (0.662, 0.958, 0.182)
H (0.733, 0.803, 1.996)
H (-0.680, -0.541, 0.342)
C (1.943, -5.200, 0.405)
C (1.550, -3.736, 0.606)
O (0.752, -3.162, -0.346)
H (1.143, -5.746, 0.239)
H (2.628, -5.591, 1.082)
H (2.407, -5.120, -0.552)
H (2.562, -3.189, 0.481)
H (1.112, -3.495, 1.733)
H (0.610, -2.219, -0.309)

Values from the calculation:
Electronic energy, eV: -16870.1856
M, g/mol: 184.28
ΔE to the lowest compared entry with this formula, charge and spin, kcal/mol: 104.3
LUMO energy, eV: 0.66
SMILES: CCO.CCO.CCO.CCO